No. 1
82
Properties=species:S:1:pos:R:3:forces:R:3 method="wB97M-V/def2-TZVPD" s_squared=3.806 de_lowest_kcal_mol=0.0 total_charge=0 homo_ev="-9.79 / -10.04" spin_multiplicity=4
Cr -5.333 22.814 -3.817 0.749 -0.070 -1.099
C -8.365 24.368 -5.868 -0.248 0.012 -0.144
C -7.160 23.809 -5.196 0.535 -0.021 0.639
O -6.307 24.526 -4.589 0.025 -0.031 0.162
O -6.968 22.559 -5.132 0.228 -0.251 0.501
H -8.289 24.266 -6.950 0.067 -0.148 0.012
H -8.536 25.415 -5.639 0.196 0.022 0.145
H -9.217 23.777 -5.530 -0.030 0.026 -0.129
C -4.089 19.569 -1.892 -0.331 -0.305 0.304
C -4.574 20.811 -2.538 0.072 0.736 -0.972
O -5.451 20.776 -3.465 -0.325 0.398 0.101
O -4.084 21.955 -2.315 -0.224 0.268 0.320
H -4.935 18.908 -1.704 -0.001 0.040 -0.009
H -3.569 19.776 -0.962 0.156 0.059 -0.079
H -3.445 19.043 -2.597 0.130 0.080 0.021
C -2.163 23.625 -6.200 -0.082 0.355 -0.069
C -3.352 23.238 -5.387 -0.398 -0.581 0.652
O -4.137 22.329 -5.708 0.183 -0.166 -0.617
O -3.587 23.853 -4.281 -0.518 -0.115 0.182
H -1.291 23.780 -5.566 -0.010 0.010 0.040
H -2.407 24.586 -6.657 0.195 -0.034 -0.096
H -1.939 22.894 -6.970 -0.104 -0.043 -0.033
O 0.453 26.195 -7.925 0.097 0.006 -0.037
C 0.089 26.739 -6.930 0.053 0.116 0.096
O -1.211 26.686 -6.519 -0.010 -0.092 0.124
C -1.363 27.248 -5.203 0.405 -0.141 0.036
C 0.065 27.403 -4.667 -0.044 0.223 0.231
C 0.870 27.595 -5.946 -0.509 -0.239 0.094
H -1.948 26.550 -4.604 -0.200 0.069 -0.125
H -1.870 28.209 -5.301 -0.077 -0.017 0.040
H 0.383 26.504 -4.136 -0.028 -0.088 -0.140
H 0.155 28.222 -3.953 -0.040 0.069 -0.119
H 1.909 27.302 -5.871 0.091 0.087 -0.194
H 0.755 28.617 -6.315 0.306 0.048 0.054
O -1.210 16.622 -6.238 -0.047 -0.263 0.111
C -1.332 17.806 -6.258 0.097 0.376 -0.294
O -1.742 18.472 -7.377 -0.013 0.012 0.150
C -1.644 19.894 -7.171 -0.458 -0.302 0.382
C -1.740 20.081 -5.654 1.216 -0.076 -0.366
C -1.039 18.814 -5.155 -0.642 -0.026 0.106
H -2.463 20.394 -7.682 0.059 -0.134 -0.223
H -0.677 20.210 -7.566 -0.026 0.184 -0.011
H -2.769 20.111 -5.309 -0.081 0.206 -0.078
H -1.190 20.991 -5.413 -0.310 0.045 0.392
H -1.458 18.465 -4.212 0.156 -0.179 -0.015
H 0.043 18.881 -5.037 0.014 0.164 -0.077
O -0.559 21.598 -0.096 -0.004 -0.145 0.141
C -0.197 22.363 -0.933 -0.153 0.249 -0.095
O 1.034 22.946 -0.896 0.117 -0.254 0.118
C 1.318 23.683 -2.078 -0.233 0.324 -0.667
C 0.116 23.484 -3.022 -0.028 -0.200 0.031
C -0.971 22.915 -2.108 0.322 0.050 -0.579
H 2.222 23.290 -2.540 0.125 -0.004 0.207
H 1.483 24.733 -1.834 -0.030 -0.028 0.211
H 0.384 22.748 -3.784 -0.063 -0.048 0.054
H -0.202 24.370 -3.569 0.109 0.164 0.210
H -1.557 22.172 -2.639 -0.199 -0.125 0.385
H -1.659 23.669 -1.724 -0.041 -0.001 -0.054
O -1.142 25.090 -11.716 0.220 -0.311 -0.082
C -2.129 25.206 -11.061 -0.080 0.941 -0.007
O -3.366 25.128 -11.617 -0.113 -0.232 0.144
C -4.403 25.289 -10.648 -0.156 -0.357 0.439
C -3.727 25.490 -9.264 -0.320 0.308 -0.648
C -2.232 25.610 -9.602 -0.750 -0.534 0.477
H -5.038 24.401 -10.648 0.162 -0.061 -0.144
H -5.045 26.121 -10.933 0.232 0.168 -0.099
H -3.948 24.654 -8.604 0.082 -0.051 -0.012
H -4.167 26.386 -8.827 0.301 -0.002 0.249
H -1.635 24.947 -8.983 0.214 0.045 -0.113
H -1.852 26.614 -9.445 0.150 0.045 -0.247
O -5.089 24.641 -2.040 -0.055 -0.440 0.171
C -4.570 25.713 -1.943 -0.486 0.790 0.006
O -4.739 26.682 -2.877 0.134 -0.290 -0.063
C -3.954 27.836 -2.574 0.667 -0.036 0.522
C -2.972 27.386 -1.475 -0.273 -0.160 -0.060
C -3.767 26.283 -0.788 0.235 -0.519 -0.384
H -4.587 28.652 -2.229 -0.182 -0.043 -0.126
H -3.406 28.123 -3.466 -0.248 0.155 -0.179
H -2.648 28.184 -0.813 -0.043 0.080 -0.048
H -2.095 26.944 -1.954 0.063 0.044 0.095
H -4.489 26.639 -0.052 0.070 0.107 0.047
H -3.169 25.488 -0.348 -0.022 0.083 0.129

***

No. 2
60
Properties=species:S:1:pos:R:3:forces:R:3 method="wB97M-V/def2-TZVPD" de_lowest_kcal_mol=123.5 total_charge=0 homo_ev=-9.42 spin_multiplicity=1
C 4.865 4.080 -0.317 -0.749 -0.074 -0.663
C 3.948 3.192 -1.391 2.156 -0.403 1.136
O 2.735 2.800 -0.655 -0.614 1.652 -2.936
C 1.507 3.315 -1.280 -3.072 -0.072 1.664
C 1.360 4.925 -1.599 1.390 1.699 -0.663
N 0.612 5.630 -0.448 0.343 -0.994 0.348
C 0.873 4.669 0.732 -0.009 0.327 3.463
O 1.352 4.920 1.953 -3.173 -1.407 -8.337
C 0.444 3.235 0.008 2.589 -0.283 1.927
H 5.933 4.241 -0.768 -2.040 -0.176 0.919
H 4.303 5.100 -0.154 1.321 -1.898 -0.191
H 4.943 3.520 0.721 -0.238 1.077 -2.301
H 4.592 2.215 -1.597 -1.612 1.918 0.208
H 3.758 3.746 -2.404 0.182 -0.975 2.050
H 0.993 2.676 -2.147 1.853 1.142 1.612
H 2.364 5.559 -1.605 -1.645 -1.967 -0.054
H 0.925 5.184 -2.677 0.445 -0.851 2.533
H -0.428 5.692 -0.664 1.752 -0.444 0.720
H -0.700 3.111 -0.234 2.412 0.526 0.508
H 0.871 2.440 0.779 -1.317 1.180 -1.951
C -5.219 -1.159 -2.663 -0.095 -0.222 0.036
C -4.543 -0.248 -1.652 0.024 0.171 0.004
C -3.507 0.685 -2.286 0.031 0.036 0.033
C -2.323 -0.022 -2.956 -0.065 -0.075 -0.015
C -1.520 -0.946 -2.035 0.101 0.100 -0.212
C -0.866 -0.208 -0.878 0.086 -0.179 0.177
H -4.500 -1.822 -3.155 -0.102 0.071 0.027
H -5.962 -1.790 -2.166 0.054 0.049 -0.135
H -5.730 -0.573 -3.432 0.052 -0.074 0.018
H -4.083 -0.850 -0.860 0.005 0.076 -0.054
H -5.310 0.364 -1.164 0.102 -0.044 0.003
H -3.139 1.377 -1.520 0.011 -0.035 -0.045
H -4.006 1.310 -3.038 0.023 -0.068 0.075
H -1.651 0.742 -3.367 -0.020 -0.068 0.036
H -2.678 -0.602 -3.814 -0.010 0.062 0.032
H -0.736 -1.434 -2.629 -0.141 0.026 0.065
H -2.155 -1.749 -1.649 -0.030 0.013 -0.041
H -0.185 0.565 -1.246 -0.039 -0.014 0.060
H -0.286 -0.908 -0.267 -0.023 0.169 -0.008
H -1.607 0.264 -0.227 0.069 -0.004 -0.019
C 3.083 -3.073 3.059 0.144 0.151 -0.143
C 1.708 -2.754 3.622 -0.081 -0.073 0.137
C 0.854 -4.003 3.858 -0.075 0.023 0.027
C 0.528 -4.813 2.597 0.082 0.013 -0.020
C -0.198 -4.031 1.499 -0.013 -0.259 0.014
C -1.562 -3.521 1.938 -0.114 0.179 -0.160
H 3.018 -3.563 2.083 0.038 0.036 0.112
H 3.661 -2.152 2.927 0.008 -0.150 0.001
H 3.637 -3.728 3.737 -0.022 0.017 -0.086
H 1.189 -2.054 2.957 -0.003 -0.069 0.056
H 1.833 -2.232 4.577 -0.064 -0.021 -0.091
H -0.076 -3.706 4.356 0.045 -0.047 -0.047
H 1.375 -4.660 4.566 -0.032 0.078 -0.067
H -0.087 -5.673 2.888 0.033 0.082 -0.049
H 1.451 -5.230 2.180 -0.028 0.015 0.054
H -0.332 -4.690 0.632 0.069 0.097 0.093
H 0.415 -3.193 1.154 0.045 -0.022 0.023
H -2.209 -4.351 2.236 0.035 0.082 0.028
H -2.049 -2.993 1.111 -0.033 -0.038 0.136
H -1.484 -2.824 2.776 -0.040 -0.061 -0.050

***

No. 3
17
Properties=species:S:1:pos:R:3:forces:R:3 method="wB97M-V/def2-TZVPD" de_lowest_kcal_mol=85.8 total_charge=0 homo_ev=-8.23 spin_multiplicity=1
C -1.977 -0.248 0.136 -0.002 -0.066 0.019
C -1.322 0.994 -0.464 -0.170 0.022 -0.092
C 0.173 1.194 -0.060 0.178 0.008 -0.048
C 0.927 0.359 -1.028 -0.065 -0.099 0.376
C 1.414 -0.946 -0.468 -0.022 0.017 -0.193
C 2.247 -0.910 0.808 -0.136 0.207 0.416
O 1.883 -0.458 1.866 0.173 -0.259 -0.480
H -1.886 -0.252 1.228 -0.005 -0.006 -0.148
H -1.542 -1.181 -0.240 -0.079 0.155 0.039
H -3.042 -0.275 -0.116 0.145 0.020 0.047
H -1.870 1.881 -0.130 0.110 -0.108 -0.011
H 0.408 2.248 -0.257 -0.028 -0.162 -0.040
H 0.298 0.984 1.011 -0.014 -0.009 -0.186
H -1.394 0.972 -1.557 -0.025 0.027 0.157
H 1.937 -1.542 -1.223 -0.045 0.108 0.124
H 0.482 -1.476 -0.204 0.077 0.065 -0.019
H 3.263 -1.343 0.697 -0.092 0.081 0.039